14 unconnected molecules or ions with the total composition C3H35NO13 at a distorted geometry. Source: the Open Molecules 2025 dataset; level of theory: the ωB97M-V functional and the def2-TZVPD basis.

HOMO-LUMO gap in eV: 9.80
HOMO in eV: -9.532
Energy relative to the best compared isomer or geometry (same formula, charge and spin) in kcal/mol: 14.2
Energy in hartree: -1168.154277
Spin multiplicity: 1

Geometry (Å):
1 C 2.134 -0.413 -0.767
2 N 1.040 -1.339 -0.543
3 C -0.159 -1.008 -1.270
4 C 1.551 -2.669 -0.998
5 H 2.081 0.572 -0.287
6 H 2.249 -0.105 -1.806
7 H 3.112 -0.805 -0.501
8 H -0.825 -1.875 -1.268
9 H -0.746 -0.200 -0.843
10 H -0.138 -0.930 -2.368
11 H 0.782 -3.344 -0.650
12 H 2.464 -2.863 -0.433
13 H 1.738 -2.752 -2.067
14 H -0.065 1.193 1.000
15 H 0.863 1.555 2.215
16 O -0.055 1.599 1.872
17 H 0.641 1.416 -2.871
18 H 1.769 2.489 -3.245
19 O 1.469 1.859 -2.558
20 H 1.078 -1.641 1.293
21 H 0.912 -0.715 2.516
22 O 1.216 -1.593 2.279
23 H -1.484 1.199 -3.117
24 H -1.059 0.717 -4.519
25 O -0.727 0.716 -3.603
26 H -0.753 3.041 -0.117
27 H -1.375 1.768 0.506
28 O -1.606 2.578 0.058
29 H 2.923 -1.139 2.183
30 H 3.978 -0.576 1.242
31 O 3.865 -0.825 2.181
32 H -3.165 -0.746 -0.212
33 H -4.378 0.373 -0.219
34 O -3.500 0.093 -0.542
35 H 1.507 2.842 0.353
36 H 1.276 2.800 -1.169
37 O 0.980 3.280 -0.348
38 H -3.570 -2.160 1.124
39 H -2.222 -2.590 0.639
40 O -3.133 -2.359 0.347
41 H 3.052 0.778 2.731
42 H 2.999 2.182 3.234
43 O 2.518 1.623 2.649
44 H -3.743 0.940 2.137
45 H -2.537 0.834 3.211
46 O -3.252 0.391 2.764
47 H -3.151 1.324 -1.776
48 H -2.120 2.425 -1.370
49 O -2.496 1.951 -2.155
50 H -0.246 -2.600 1.864
51 H -0.893 -4.061 1.857
52 O -0.798 -3.227 1.367

Atoms 1-6, force components in eV/Å:
C 0.63 1.47 -0.66
N 1.56 -0.71 -0.27
C -1.48 -1.09 -0.68
C -0.66 0.54 1.25
H -0.59 -0.25 0.45
H -0.16 -0.38 -0.29